Model w:
One molecule with the formula C2H4O2S2, computed with ωB97M-V with the def2-TZVPD basis set.

The geometry in XYZ format:
```
10
C2H4O2S2 (ωB97M-V with the def2-TZVPD basis set)
O 1.307 0.878 0.262
H 2.902 -0.386 1.271
C 0.540 -0.186 0.078
S 3.118 0.596 0.257
H -1.380 -0.154 0.519
H -1.112 0.932 -0.598
C -0.836 -0.038 -0.373
S 1.274 -1.688 0.212
H -0.920 -0.693 -1.271
O 3.441 -0.154 -0.892
```

The gap between HOMO and LUMO is 8.78 eV. The multiplicity is 1.

Model x:
A 3-piece molecular cluster, C2H4O2S2 overall, computed with ωB97M-V with the def2-TZVPD basis set.

The geometry in XYZ format:
```
10
C2H4O2S2 (ωB97M-V with the def2-TZVPD basis set)
S -0.741 -0.653 -1.497
C -0.992 -0.286 1.890
H -0.622 0.288 -2.454
O 2.590 0.724 -2.233
H -0.501 -0.122 2.907
H -0.484 -0.795 1.128
O 2.481 0.037 0.172
H -1.482 0.007 -0.521
S 1.927 0.765 -0.920
C -2.175 0.036 1.527
```

The gap between HOMO and LUMO is 9.19 eV. The multiplicity is 1.

Model y:
One molecule with the formula C2H4O2S2, computed with ωB97M-V with the def2-TZVPD basis set.

The geometry in XYZ format:
```
10
C2H4O2S2 (ωB97M-V with the def2-TZVPD basis set)
O -1.022 1.900 0.879
H 1.043 0.505 -0.612
C -0.887 0.895 1.494
O 0.689 -1.268 1.941
S -0.316 -0.725 0.952
H -1.240 0.892 2.492
H 0.713 -1.268 -1.176
S -2.003 -1.631 0.821
C 0.312 -0.405 -0.677
H -0.500 -0.273 -1.404
```

The gap between HOMO and LUMO is 9.49 eV. The multiplicity is 1.

Most stable structure: model y

Model w:
One molecule with the formula C4H6N2O3S, computed with ωB97M-V with the def2-TZVPD basis set.

The geometry in XYZ format:
```
16
C4H6N2O3S (ωB97M-V with the def2-TZVPD basis set)
H -0.816 -1.522 0.638
O 0.992 2.180 1.167
C -1.095 2.074 0.256
N -0.394 2.580 1.251
S 0.419 0.459 -1.522
O 2.928 3.006 1.322
C 0.527 -1.330 -1.055
H 1.280 -1.353 -0.265
H -1.645 -1.700 -1.134
C -0.638 0.939 -0.365
H -2.189 2.203 0.410
H 0.758 -1.938 -1.963
C -0.711 -1.874 -0.331
H -0.639 -3.722 0.580
O -0.547 -3.296 -0.258
N 1.768 3.295 1.268
```

The gap between HOMO and LUMO (alpha / beta) is 7.65 / 7.65 eV. The multiplicity is 1.

Model x:
One molecule with the formula C4H6N2O3S, computed with ωB97M-V with the def2-TZVPD basis set.

The geometry in XYZ format:
```
16
C4H6N2O3S (ωB97M-V with the def2-TZVPD basis set)
H -1.878 0.582 -1.999
C -2.416 -0.154 1.051
O 3.555 0.854 -0.869
H 0.287 -0.474 1.463
N 0.024 -0.236 0.516
S 2.994 -0.146 0.050
O 2.714 0.309 1.403
C -1.160 0.231 -1.281
H -2.854 0.824 0.898
O 3.278 -1.546 -0.053
H -3.092 -1.088 0.989
N 0.206 0.227 -1.523
H -1.877 -0.107 2.053
H 0.582 0.807 -2.302
C 0.910 -0.038 -0.446
C -1.273 -0.047 0.050
```

The gap between HOMO and LUMO is 10.26 eV. The multiplicity is 1.

Model y:
One molecule with the formula C4H6N2O3S, computed with ωB97M-V with the def2-TZVPD basis set.

The geometry in XYZ format:
```
16
C4H6N2O3S (ωB97M-V with the def2-TZVPD basis set)
C -0.781 -0.203 -0.169
C 0.090 -0.337 -1.288
O -0.117 1.983 2.686
C 0.344 -1.694 -1.846
O 1.505 -0.727 1.820
H 0.224 2.004 -1.210
H 0.980 -2.028 -0.941
H -0.570 -2.346 -1.879
H -1.858 1.451 0.676
N -0.866 1.250 0.377
S 0.922 0.995 -2.017
O -1.590 -1.043 0.225
H 0.051 1.367 3.521
N 0.023 1.029 1.410
H 0.932 -1.712 -2.755
C 0.710 0.013 1.389
```

The gap between HOMO and LUMO (alpha / beta) is 7.08 / 6.79 eV. The multiplicity is 1.

Model z:
One molecule with the formula C4H6N2O3S, computed with ωB97M-V with the def2-TZVPD basis set.

The geometry in XYZ format:
```
16
C4H6N2O3S (ωB97M-V with the def2-TZVPD basis set)
H -2.926 -0.747 1.119
N 1.276 1.821 -0.937
H -2.400 0.951 1.091
O 2.656 0.189 0.074
C 0.411 -0.677 -0.163
H 0.320 1.913 -1.277
H -1.375 -0.288 1.858
C -2.076 -0.080 1.061
C 1.305 -1.537 0.418
C 1.554 0.655 -0.399
O -1.272 0.877 -1.280
H 2.003 2.476 -1.174
O -1.861 -1.525 -1.156
N 2.539 -1.109 0.571
H 1.098 -2.542 0.741
S -1.255 -0.377 -0.547
```

The gap between HOMO and LUMO is 9.14 eV. The multiplicity is 1.

Most stable structure: model x

Model w:
A 2-piece molecular cluster, C18H21NO2 overall, computed with ωB97M-V with the def2-TZVPD basis set.

The geometry in XYZ format:
```
42
C18H21NO2 (ωB97M-V with the def2-TZVPD basis set)
C 0.856 -4.579 2.204
C -0.758 -1.557 -3.616
H 1.012 -5.129 3.146
H -0.189 0.498 -3.875
H -1.843 -1.414 -3.593
C 0.096 1.173 -1.464
H -1.222 -0.468 3.087
H -1.941 -2.091 2.661
H 0.501 -2.356 -1.011
C 1.352 5.007 -0.088
H 0.837 -0.170 0.219
N -0.579 -1.284 1.217
O -0.595 0.082 -1.915
H -1.661 1.548 -0.282
C -0.108 -0.111 0.764
C -0.609 1.807 -0.370
C 0.091 -2.558 1.118
H 2.183 5.492 -0.611
C -0.546 5.109 1.440
C -0.154 3.092 0.115
C -1.611 -1.126 2.260
C 1.091 -4.303 -0.209
H -0.338 0.755 1.421
C 0.231 -3.328 2.281
C -0.878 3.786 1.130
H 1.049 -0.527 -3.077
O 1.220 1.427 -1.923
C 0.550 5.715 0.815
H 1.668 -6.072 0.898
C 0.574 -2.998 -0.128
H 1.724 3.084 -0.998
H -2.448 -0.618 1.740
H -0.137 -2.935 3.241
H -0.522 -2.431 -2.994
H 0.768 6.768 1.019
H -0.446 -1.776 -4.644
C 1.252 -5.081 0.958
H -1.664 3.250 1.670
C -0.031 -0.329 -3.167
H 1.370 -4.701 -1.185
C 1.042 3.680 -0.372
H -1.186 5.668 2.119
```

The gap between HOMO and LUMO is 6.48 eV. The multiplicity is 1.

Model x:
One molecule with the formula C18H21NO2, computed with ωB97M-V with the def2-TZVPD basis set.

The geometry in XYZ format:
```
42
C18H21NO2 (ωB97M-V with the def2-TZVPD basis set)
H 4.585 -1.354 -3.056
H 3.468 -3.550 -2.915
C 2.620 -2.305 0.107
C 1.863 0.772 0.979
C -2.650 1.449 0.934
H 3.053 -0.616 2.122
C 1.690 1.797 2.104
C 3.120 -0.084 1.169
O 0.387 3.659 1.304
O -4.283 -1.248 -1.772
H 2.531 2.492 2.100
C -3.693 -0.348 -0.937
H 0.988 0.117 0.935
C 0.413 2.582 1.858
C -2.033 1.262 -0.294
H -2.656 2.443 2.842
H -5.215 -0.726 0.506
C 3.405 -2.856 -2.090
H 4.442 0.224 -1.175
C -4.320 -0.161 0.295
H 2.207 -4.155 -0.881
H 2.069 -2.576 0.997
H -2.686 -1.872 -2.944
C -3.800 0.722 1.218
H -1.924 3.390 1.520
N -0.701 1.950 2.297
C 2.698 -3.195 -0.949
H 3.996 0.565 1.201
H -2.029 0.256 -2.169
H -4.297 0.853 2.169
C -3.703 -1.475 -3.034
H 1.929 1.299 0.025
H 1.650 1.294 3.072
H -4.336 -2.216 -3.519
C 4.032 -1.624 -2.168
C -2.539 0.374 -1.226
C 3.247 -1.067 0.041
H -0.619 1.018 2.673
C 3.951 -0.736 -1.110
H -1.139 1.823 -0.527
H -3.685 -0.563 -3.639
C -2.037 2.387 1.941
```

The gap between HOMO and LUMO is 9.09 eV. The multiplicity is 1.

Model y:
A 2-piece molecular cluster, C18H21NO2 overall, computed with ωB97M-V with the def2-TZVPD basis set.

The geometry in XYZ format:
```
42
C18H21NO2 (ωB97M-V with the def2-TZVPD basis set)
C -1.062 0.706 -0.934
C 1.516 -2.463 0.182
C 3.351 0.134 -0.334
H 3.443 -1.391 -1.478
H -1.211 1.084 -2.116
H 1.677 2.559 -1.809
C 3.656 -1.242 -0.570
H 3.394 -3.176 0.383
C 2.663 0.666 -1.476
C 3.749 0.943 0.838
O -2.417 -1.391 -0.977
N 0.868 -0.953 0.722
C -4.246 1.764 0.721
H -0.468 -1.234 -1.498
C -4.685 -0.727 -0.560
C -0.670 -1.123 0.765
C -1.068 -0.912 -0.722
H -1.037 -0.422 1.342
C -5.748 -0.074 0.410
C -3.309 -0.373 -0.443
H 4.827 -1.395 -0.319
H -6.147 1.717 1.207
C 2.606 2.838 0.092
H -6.763 -0.561 0.432
H 1.121 -3.135 0.692
C -3.164 0.902 -0.098
C 2.899 -2.120 0.398
H 1.147 -0.801 1.488
H 2.387 0.350 -2.369
H -0.042 1.088 -0.953
O -1.898 1.506 -0.010
C 2.216 2.083 -1.119
H -1.021 -2.211 0.893
H 3.208 -1.886 1.793
H 4.007 0.476 1.754
H -4.836 -1.738 -0.700
H 3.529 2.614 2.107
H 2.126 3.944 0.369
H 1.318 -2.257 -0.725
H -3.875 2.776 0.850
C 3.370 2.164 1.023
C -5.410 1.269 0.747
```

The gap between HOMO and LUMO is 8.70 eV. The multiplicity is 1.

Most stable structure: model x

Model w:
A 2-piece molecular cluster, C4H9NOS overall, computed with ωB97M-V with the def2-TZVPD basis set.

The geometry in XYZ format:
```
16
C4H9NOS (ωB97M-V with the def2-TZVPD basis set)
S -2.004 -2.690 2.492
C -1.381 -0.165 2.490
C 0.326 0.124 -0.908
N -0.768 -0.132 -0.375
H 2.172 0.884 -0.560
H -2.340 0.044 1.805
C 1.394 0.430 0.074
H -0.044 -0.041 -3.016
H -1.578 -0.172 -1.121
H 1.560 0.028 -2.826
H -0.561 0.574 2.789
H 0.808 1.498 -2.661
O -1.129 -1.365 2.831
H 0.970 1.007 0.966
C 0.663 0.439 -2.349
H 1.912 -0.464 0.368
```

The gap between HOMO and LUMO (alpha / beta) is 7.11 / 6.79 eV. The multiplicity is 3.

Model x:
One molecule with the formula C4H9NOS, computed with ωB97M-V with the def2-TZVPD basis set.

The geometry in XYZ format:
```
16
C4H9NOS (ωB97M-V with the def2-TZVPD basis set)
H 0.132 2.180 -0.209
C 0.076 -0.246 -2.445
H 0.115 -1.468 1.369
H 0.231 -1.371 -2.493
S -0.481 0.405 2.427
H 1.644 0.381 0.342
C -0.231 -0.632 0.851
H -0.403 0.320 -3.359
H 1.462 -1.158 -0.351
H -0.850 2.170 -1.697
N 0.028 1.827 -1.194
C 0.849 -0.266 -0.166
H -1.221 -1.088 4.092
H -1.262 -0.723 0.472
O -0.439 -0.777 3.685
C 0.350 0.445 -1.325
```

The gap between HOMO and LUMO (alpha / beta) is 6.57 / 6.30 eV. The multiplicity is 3.

Most stable structure: model x

Model w:
A 2-piece molecular cluster, C16H17N overall, computed with ωB97M-V with the def2-TZVPD basis set.

The geometry in XYZ format:
```
34
C16H17N (ωB97M-V with the def2-TZVPD basis set)
C 0.262 2.164 -0.119
H 1.207 3.098 -3.004
C 2.580 2.735 -0.607
C -0.342 -3.241 -0.319
H -1.023 -2.425 3.457
H -0.290 3.489 -2.270
C -1.294 -1.813 1.398
H 1.126 4.613 -2.126
H -0.164 -3.455 -1.371
H -2.828 0.650 -0.069
C -1.719 -1.025 -0.726
C 2.971 2.090 0.586
H -0.629 -0.810 -2.516
H 0.277 -4.382 2.829
H 0.775 -4.953 0.522
C 0.659 1.507 1.069
C -2.298 -0.232 0.194
C -1.087 -2.089 0.023
H -2.235 -1.410 -2.861
H -0.795 2.218 -0.347
C 1.191 2.772 -0.939
C 0.149 -4.070 0.704
H 3.278 3.228 -1.245
N -2.049 -0.675 1.459
C 0.782 3.533 -2.165
C -0.799 -2.644 2.405
C 2.007 1.472 1.426
C -0.082 -3.747 2.055
C -1.657 -0.775 -2.224
H -1.977 0.248 -2.372
H 2.328 0.993 2.308
H 4.003 1.999 0.851
H -2.209 -0.141 2.306
H -0.115 1.078 1.686
```

The gap between HOMO and LUMO is 8.72 eV. The multiplicity is 1.

Model x:
A 2-piece molecular cluster, C16H17N overall, computed with ωB97M-V with the def2-TZVPD basis set.

The geometry in XYZ format:
```
34
C16H17N (ωB97M-V with the def2-TZVPD basis set)
C 0.725 -0.670 -3.019
H -0.219 -0.664 -3.491
C 1.230 0.600 -2.521
H 3.897 -0.690 -0.758
H 2.956 -2.712 -1.881
N -1.998 -0.975 0.487
C -1.680 1.201 1.108
C -1.200 0.364 2.200
C 2.598 -1.760 -2.191
H -0.101 1.391 3.501
H 1.109 -2.713 -3.458
H -0.794 3.145 1.522
H -2.377 -1.842 0.224
C -0.361 0.455 3.385
H -0.551 1.886 -2.657
H -1.181 2.799 -0.368
C 1.415 -1.813 -2.970
C -1.376 -2.176 2.669
H -0.421 -2.699 4.484
H 0.716 -0.684 4.937
H -2.256 3.341 1.213
C -1.549 -0.998 1.880
H 0.955 2.714 -3.006
H 0.370 1.564 -4.226
C -2.086 0.338 0.063
H -1.826 -3.152 2.587
C 2.352 0.559 -1.703
H 2.680 1.353 -1.114
C -1.458 2.634 0.796
C 0.452 1.729 -3.198
C 0.046 -0.638 4.044
C -0.595 -1.810 3.743
H -2.531 0.601 -0.835
C 3.062 -0.681 -1.447
```

The gap between HOMO and LUMO is 8.41 eV. The multiplicity is 1.

Most stable structure: model w

Model w:
A 2-piece molecular cluster, C16H17N overall, computed with ωB97M-V with the def2-TZVPD basis set.

The geometry in XYZ format:
```
34
C16H17N (ωB97M-V with the def2-TZVPD basis set)
C -3.400 0.054 3.884
C 1.923 1.137 -4.603
H 2.693 -1.160 2.106
H -1.307 -2.159 3.252
C -0.882 -0.074 3.102
H -0.152 2.989 2.557
H -3.751 0.688 4.694
C -0.082 -0.041 -5.176
N -0.573 2.077 2.591
H 2.988 0.454 -2.905
C 2.107 0.300 -3.510
H -2.490 2.810 2.959
H 1.974 1.229 1.737
C -2.110 0.624 3.344
H 0.551 1.763 -6.120
C 1.678 -0.838 2.285
C 1.158 -0.666 -3.207
C 0.078 -0.845 -4.056
C -1.898 1.912 2.994
H -0.689 -1.587 -3.880
H 2.105 -1.345 -1.395
C 1.128 -1.381 -1.879
C -0.540 -1.427 3.038
H 0.500 -0.802 -1.196
C 0.057 0.868 2.623
C 0.744 -1.795 2.692
C 1.339 0.498 2.234
H -4.184 0.252 3.141
H 1.031 -2.839 2.656
H -0.918 -0.184 -5.848
H 0.727 -2.386 -1.973
H 2.655 1.895 -4.842
H -3.289 -0.989 4.141
C 0.830 0.971 -5.441
```

The gap between HOMO and LUMO is 8.71 eV. The multiplicity is 1.

Model x:
A 2-piece molecular cluster, C16H17N overall, computed with ωB97M-V with the def2-TZVPD basis set.

The geometry in XYZ format:
```
34
C16H17N (ωB97M-V with the def2-TZVPD basis set)
H -2.052 -2.389 -0.420
C 0.423 -2.577 -0.910
N -0.683 2.275 1.097
C -1.704 -1.574 -1.097
C -0.217 0.348 2.292
C 2.053 -0.087 1.113
H -0.968 -1.440 3.036
H 1.061 -0.396 -2.645
H 1.352 -3.129 -1.581
C -0.399 -1.569 -1.519
C 0.772 0.523 1.226
C -2.632 -0.736 -1.683
C -2.210 0.411 -2.371
C 2.932 0.655 0.335
H -0.582 1.411 -3.272
H 4.003 0.510 0.242
C -0.898 0.477 -2.695
H -2.009 1.591 2.743
C -0.203 -0.732 3.306
C 1.167 2.253 -0.457
H 0.997 -2.388 0.119
H 2.094 -0.967 1.758
H -3.735 -0.938 -1.421
H -1.100 3.131 0.925
C 0.010 -0.494 -2.333
H 0.675 3.057 -1.005
H -0.684 -0.389 4.126
C -1.206 1.346 2.085
C 2.475 1.730 -0.531
H 0.728 -1.244 3.559
H 3.257 2.097 -1.256
H -0.105 -3.548 -0.617
C 0.369 1.611 0.522
H -2.982 1.169 -2.672
```

The gap between HOMO and LUMO is 8.56 eV. The multiplicity is 1.

Most stable structure: model w